A.
Density functional theory data (ωB97M-V/def2-TZVPD) for an isolated molecule of CH3IO3S.

Last column: natural (NBO) charge in e.
Atoms and positions in Å:
C1 -0.04 -0.28 -0.04  -0.8849
O1 -0.23 0.27 -2.57  -0.9110
O2 -0.94 -1.99 -1.97  -0.9040
O3 1.57 -1.40 -1.80  -0.8685
S1 -0.04 -0.89 -1.75  2.3046
I1 1.54 -3.05 -2.91  0.4847
H1 -0.68 -0.92 0.66  0.2603
H2 0.84 0.10 0.42  0.2616
H3 -0.65 0.64 -0.28  0.2572

Output
Multiplicity: 1
HOMO level: -10.0 eV
Gap between HOMO and LUMO: 8.84 eV
Lowest unoccupied orbital energy: -0.0437 hartree

***

B.
Density functional theory data (ωB97M-V/def2-TZVPD) for a structure of composition CH3IO3S.

Last column: natural (NBO) charge in e.
Atoms and positions in Å:
C1 -0.59 -0.57 0.61  -0.8505
O1 1.79 -1.69 0.47  -0.8969
O2 1.29 0.38 -0.86  -0.9857
O3 -0.88 2.65 -0.53  -0.9665
S1 0.80 -1.21 -0.45  1.5089
I1 0.14 1.73 -1.71  1.4691
H1 -1.38 -0.18 -0.02  0.2281
H2 -0.98 -1.35 1.26  0.2408
H3 -0.18 0.24 1.22  0.2527

Output
Multiplicity: 1
HOMO level: -9.5 eV
Gap between HOMO and LUMO: 8.32 eV
Lowest unoccupied orbital energy: -0.0433 hartree

***

What should be chosen as the least stable of them? Choose B.

***

A.
Density functional theory data (ωB97M-V/def2-TZVPD) for an isolated molecule of CH3IO3S.

Last column: natural (NBO) charge in e.
Atoms and positions in Å:
C1 1.19 -0.54 -0.13  -0.2835
O1 0.12 0.02 -0.86  -0.6889
S1 -1.00 0.73 -0.01  2.1062
O2 -1.58 1.79 -0.76  -0.8665
O3 -0.49 1.00 1.44  -0.8912
I1 -2.64 -0.99 0.17  -0.0111
H1 1.12 -1.63 -0.14  0.1936
H2 1.16 -0.16 0.89  0.2365
H3 2.12 -0.23 -0.61  0.2048

Output
SMILES: COS(=O)(=O)I
Multiplicity: 1
HOMO level: -10.4 eV
Gap between HOMO and LUMO: 9.46 eV
Lowest unoccupied orbital energy: -0.0357 hartree

***

B.
Density functional theory data (ωB97M-V/def2-TZVPD) for a cluster of 2 separate species, CH3IO3S in total.

Last column: natural (NBO) charge in e.
Atoms and positions in Å:
C1 -0.34 -0.39 -1.39  -0.7428
O1 2.04 0.16 -0.12  -0.8341
O2 0.42 -1.28 1.10  -0.8286
O3 -0.54 1.80 1.64  -0.8920
S1 0.69 -0.16 0.23  1.9574
I1 -0.61 1.04 3.31  0.5937
H1 -0.41 -1.42 -1.45  0.2401
H2 -1.19 0.12 -0.98  0.2436
H3 -0.06 0.12 -2.36  0.2627

Output
Multiplicity: 1
HOMO level (spin up / spin down): -8.7 / -8.7 eV
Gap between HOMO and LUMO (spin up / spin down): 5.64 / 5.64 eV
Lowest unoccupied orbital energy (spin up / spin down): -0.1118 / -0.1118 hartree

***

What should be chosen as the least stable of them? Choose B.

***

A.
Density functional theory data (ωB97M-V/def2-TZVPD) for a structure of composition C34H46F2N4OS4Sc.

Last column: Mulliken charge in e.
Atoms and positions in Å:
Sc1 -0.73 0.10 -0.22  0.0364
C1 1.78 -1.98 -3.96  -2.0729
C2 0.88 -1.12 -3.10  0.3059
S1 1.13 -1.23 -1.36  -0.2783
C3 -0.10 -0.39 -3.66  1.0819
C4 -0.26 -0.31 -5.16  -1.5981
S2 -1.31 0.47 -2.72  -0.4494
H1 2.56 -2.44 -3.36  0.3623
H2 2.26 -1.41 -4.77  0.3027
H3 1.22 -2.79 -4.44  0.4419
H4 -0.17 -1.29 -5.63  0.3346
H5 0.49 0.34 -5.61  0.2480
H6 -1.24 0.10 -5.41  0.4191
C5 5.00 -1.00 0.09  -0.9471
N1 4.47 -0.17 -0.96  0.2176
C6 4.48 -0.50 -2.30  -0.6142
C7 3.75 0.43 -2.94  -0.6155
N2 3.26 1.30 -1.98  0.5608
C8 3.72 0.95 -0.74  0.1464
S3 3.54 1.75 0.71  -0.4141
C9 2.36 2.35 -2.30  -0.3458
C10 2.69 3.20 -3.35  -0.6789
C11 1.80 4.20 -3.69  -0.5500
C12 0.64 4.32 -2.95  -0.9676
C13 0.41 3.42 -1.92  -0.0031
N3 1.25 2.44 -1.60  0.5790
H7 5.81 -1.60 -0.30  0.3267
H8 4.21 -1.65 0.48  0.2317
H9 5.36 -0.36 0.90  0.3870
H10 4.97 -1.38 -2.67  0.4815
H11 3.44 0.50 -3.97  0.5796
H12 3.63 3.07 -3.88  0.5266
H13 2.02 4.88 -4.50  0.4054
H14 -0.09 5.09 -3.17  0.4345
H15 -0.50 3.47 -1.34  0.0703
C14 -0.50 -1.11 3.79  -0.3997
S4 0.61 -0.01 2.92  0.3252
C15 2.17 -0.80 3.30  -0.6147
O1 0.45 -0.38 1.46  0.0847
H16 -0.34 -0.98 4.86  0.5844
H17 -0.36 -2.14 3.47  -0.0619
H18 -1.51 -0.78 3.52  -0.0544
H19 2.39 -0.69 4.37  0.4096
H20 2.91 -0.27 2.70  0.1156
H21 2.11 -1.84 3.01  0.1027
F1 0.18 2.76 1.33  -0.3818
C16 -1.01 2.17 0.87  -0.5157
F2 -1.68 1.83 2.09  -0.3999
H22 -1.60 3.02 0.50  0.7214
C17 0.70 -4.68 1.21  -1.3997
C18 -0.62 -4.05 1.56  0.1333
C19 -1.42 -4.57 2.58  -1.0354
C20 -2.65 -3.97 2.84  0.0251
C21 -3.57 -4.54 3.89  -1.8436
C22 -3.05 -2.84 2.13  0.1925
C23 -2.24 -2.24 1.14  0.1883
C24 -1.05 -2.94 0.86  -0.0820
N4 -2.46 -1.04 0.49  0.2803
C25 -3.82 -0.48 0.46  2.3724
C26 -3.81 0.71 -0.51  -2.1369
C27 -5.18 1.38 -0.64  0.5940
C28 -5.66 1.88 0.72  -1.5156
C29 -5.71 0.70 1.69  0.3305
C30 -6.69 -0.36 1.16  -1.3447
C31 -6.24 -0.84 -0.22  0.3560
C32 -6.19 0.36 -1.18  -1.6343
C33 -4.85 -1.47 -0.12  -1.1014
C34 -4.31 0.09 1.82  -1.1837
H23 0.81 -5.66 1.68  0.3907
H24 1.53 -4.05 1.54  0.1122
H25 0.81 -4.79 0.13  0.2944
H26 -1.11 -5.45 3.13  0.2505
H27 -3.11 -5.40 4.39  0.3923
H28 -4.51 -4.88 3.44  0.3186
H29 -3.82 -3.80 4.65  0.3410
H30 -4.02 -2.44 2.39  0.6076
H31 -0.42 -2.59 0.04  0.5840
H32 -3.49 0.36 -1.49  0.1162
H33 -3.09 1.46 -0.16  -0.0720
H34 -5.10 2.22 -1.34  0.3481
H35 -6.65 2.35 0.63  0.5752
H36 -4.97 2.64 1.11  0.4638
H37 -6.05 1.04 2.67  0.3068
H38 -7.70 0.06 1.10  0.5395
H39 -6.73 -1.21 1.85  0.5057
H40 -6.95 -1.58 -0.60  0.2430
H41 -7.18 0.82 -1.28  0.5602
H42 -5.88 0.02 -2.18  0.5011
H43 -4.49 -1.76 -1.12  0.4476
H44 -4.91 -2.39 0.47  0.5646
H45 -4.31 -0.66 2.61  0.4204
H46 -3.60 0.86 2.13  0.1328

Output
Multiplicity: 1
HOMO level: -3.4 eV
Total charge: -1
Gap between HOMO and LUMO: 5.79 eV
Lowest unoccupied orbital energy: 0.0870 hartree

***

B.
Density functional theory data (ωB97M-V/def2-TZVPD) for a structure of composition C34H46F2N4OS4Sc.

Last column: Mulliken charge in e.
Atoms and positions in Å:
Sc1 -1.00 0.22 0.02  -0.6890
C1 3.42 2.25 0.49  -2.0935
C2 1.93 2.49 0.32  0.4777
S1 0.96 1.35 1.29  0.0127
C3 1.47 3.50 -0.45  0.8531
C4 2.44 4.41 -1.17  -1.7367
S2 -0.22 3.94 -0.68  -0.2457
H1 3.59 1.37 1.11  0.4311
H2 3.92 3.10 0.98  0.4170
H3 3.93 2.09 -0.46  0.3245
H4 3.45 4.01 -1.25  0.4405
H5 2.51 5.38 -0.65  0.2495
H6 2.07 4.63 -2.17  0.2824
C5 0.20 2.11 4.70  -0.8930
N1 -0.42 2.90 3.66  0.4089
C6 -0.01 4.14 3.22  -0.7296
C7 -0.79 4.49 2.19  -0.5818
N2 -1.70 3.45 2.01  0.9337
C8 -1.45 2.46 2.92  -0.3647
S3 -2.26 1.01 3.08  -0.4824
C9 -2.65 3.38 0.97  -0.2889
C10 -3.38 4.52 0.68  -1.0616
C11 -4.31 4.45 -0.34  -0.5142
C12 -4.49 3.25 -1.00  -1.0461
C13 -3.72 2.16 -0.61  -0.4762
N3 -2.79 2.22 0.34  1.1498
H7 0.93 2.74 5.22  0.3220
H8 0.71 1.26 4.24  0.2685
H9 -0.55 1.75 5.40  0.3326
H10 0.85 4.64 3.64  0.4286
H11 -0.74 5.31 1.50  0.6482
H12 -3.23 5.42 1.25  0.5123
H13 -4.89 5.33 -0.60  0.3934
H14 -5.21 3.14 -1.80  0.4796
H15 -3.83 1.21 -1.11  0.5371
C14 -1.72 3.07 -3.10  -1.1197
S4 -0.25 2.12 -2.76  0.6919
C15 -0.35 1.13 -4.28  -0.9645
O1 -0.72 1.03 -1.78  -0.1903
H16 -1.58 3.57 -4.06  0.5456
H17 -1.83 3.81 -2.31  0.1514
H18 -2.56 2.38 -3.13  0.2774
H19 -0.22 1.79 -5.14  0.4812
H20 -1.30 0.60 -4.32  0.3239
H21 0.47 0.41 -4.25  0.1888
F1 -3.07 -1.98 -0.80  -0.3596
C16 -3.11 -0.60 -0.59  0.1117
F2 -3.45 -0.09 -1.89  -0.4145
H22 -4.04 -0.44 -0.02  0.4046
C17 -3.12 -2.32 3.80  -1.5245
C18 -2.06 -2.89 2.89  0.2464
C19 -1.71 -4.23 2.99  -0.8332
C20 -0.73 -4.74 2.15  -0.1986
C21 -0.31 -6.19 2.25  -1.8221
C22 -0.13 -3.93 1.19  -0.2277
C23 -0.48 -2.57 1.03  0.7443
C24 -1.44 -2.10 1.94  0.9565
N4 0.00 -1.68 0.09  0.1905
C25 1.17 -2.06 -0.72  1.5154
C26 1.56 -0.88 -1.62  -1.0329
C27 2.80 -1.17 -2.48  0.9063
C28 2.51 -2.37 -3.39  -1.7243
C29 2.13 -3.57 -2.52  0.3509
C30 3.30 -3.90 -1.59  -1.4451
C31 3.63 -2.70 -0.70  0.3573
C32 3.99 -1.50 -1.58  -1.4324
C33 2.41 -2.35 0.16  -0.9195
C34 0.88 -3.23 -1.70  -0.9807
H23 -3.39 -3.04 4.57  0.3817
H24 -4.03 -2.07 3.24  0.2883
H25 -2.78 -1.40 4.29  0.2380
H26 -2.18 -4.86 3.73  0.2171
H27 -0.85 -6.70 3.04  0.3802
H28 0.76 -6.27 2.47  0.3225
H29 -0.49 -6.72 1.32  0.3328
H30 0.61 -4.39 0.56  0.5976
H31 -1.71 -1.04 1.93  -0.5717
H32 1.72 0.01 -1.01  -0.9725
H33 0.72 -0.69 -2.29  -0.0234
H34 3.03 -0.29 -3.08  0.3940
H35 3.39 -2.60 -4.00  0.6097
H36 1.69 -2.13 -4.08  0.4297
H37 1.91 -4.43 -3.16  0.2973
H38 4.18 -4.19 -2.18  0.5871
H39 3.03 -4.76 -0.96  0.4953
H40 4.47 -2.94 -0.05  0.3162
H41 4.87 -1.71 -2.19  0.5740
H42 4.22 -0.63 -0.95  0.2897
H43 2.60 -1.44 0.74  0.0686
H44 2.23 -3.15 0.87  0.8444
H45 0.53 -4.12 -1.18  0.6311
H46 0.06 -2.91 -2.35  0.3182

Output
Multiplicity: 1
HOMO level: -3.4 eV
Total charge: -1
Gap between HOMO and LUMO: 5.73 eV
Lowest unoccupied orbital energy: 0.0856 hartree

***

What should be chosen as the least stable of them? Choose B.

***

A.
Density functional theory data (ωB97M-V/def2-TZVPD) for a cluster of 2 separate species, C4H13N2O in total.

Last column: natural (NBO) charge in e.
Atoms and positions in Å:
C1 -0.66 -0.39 -1.47  -0.2244
C2 0.69 -0.90 -0.89  -0.4765
C3 0.97 -0.31 0.49  0.1364
C4 2.23 -0.22 0.94  -0.3196
N1 -0.08 -0.68 1.50  -0.7395
N2 -0.70 1.08 -1.42  -0.8682
H1 -1.46 -0.81 -0.85  0.1822
H2 -0.77 -0.73 -2.49  0.2105
H3 0.79 -1.98 -0.98  0.2435
H4 1.48 -0.48 -1.51  0.2379
H5 3.01 -0.17 0.20  0.2362
H6 2.48 -0.09 1.99  0.2170
H7 -0.78 0.09 1.34  0.4865
H8 -0.26 -1.67 1.34  0.4416
H9 0.30 -0.53 2.43  0.4325
H10 -1.58 1.31 -1.87  0.3751
H11 -0.02 1.48 -2.06  0.3811
H12 -1.74 1.49 0.35  0.5072
H13 -2.06 2.18 1.64  0.5100
O1 -1.87 1.30 1.31  -0.9696

Output
Multiplicity: 1
HOMO level: -14.1 eV
Total charge: +1
Gap between HOMO and LUMO: 10.71 eV
Lowest unoccupied orbital energy: -0.1227 hartree

***

B.
Density functional theory data (ωB97M-V/def2-TZVPD) for a cluster of 2 separate species, C4H13N2O in total.

Last column: natural (NBO) charge in e.
Atoms and positions in Å:
C1 -2.48 2.05 -0.93  -0.7454
C2 -1.28 1.33 -0.42  0.6959
O1 -1.17 0.09 -0.48  -0.7059
N1 -0.41 2.15 0.14  -0.7851
H1 -3.20 1.47 -1.51  0.2599
H2 -2.29 2.88 -1.74  0.2556
H3 0.56 2.02 0.33  0.4032
H4 -0.54 3.13 0.30  0.4118
H5 -3.07 2.55 -0.07  0.2576
C3 1.47 -1.79 1.12  -0.2306
C4 2.26 -1.21 -0.04  -0.6739
N2 0.07 -2.05 0.44  -0.7340
H6 1.83 -2.83 1.40  0.2489
H7 1.31 -0.92 1.80  0.2495
H8 3.32 -1.42 -0.16  0.2640
H9 2.45 0.00 0.13  0.2150
H10 -0.34 -1.11 0.52  0.4815
H11 0.02 -2.24 -0.63  0.4534
H12 -0.39 -2.87 0.89  0.4411
H13 1.85 -1.22 -1.09  0.2375

Output
Multiplicity: 1
HOMO level: -14.1 eV
Total charge: +1
Gap between HOMO and LUMO: 11.20 eV
Lowest unoccupied orbital energy: -0.1084 hartree

***

What should be chosen as the least stable of them? Choose A.